Computed, not measured: a cluster of 2 separate species, C9H11N2P in total at a distorted geometry, with wB97M-V/def2-TZVPD.

For the maximum force, the calculation gives 3.9 eV/Å. The LUMO energy comes out at 0.1 eV. As for the multiplicity: 1. Its orbital gap is 0.3088 Ha. As for the HOMO energy: -8.3 eV. For the energy above the lowest of the compared OMol25 structures with the same formula, charge and spin, the calculation gives 210.4 kJ/mol. The molar mass is 178.18 g mol⁻¹. As for the net charge: 0.

Cartesian coordinates (Å):
H1 -0.355 3.041 -2.091
H2 -2.044 -3.048 0.614
C1 -2.081 2.806 -0.510
C2 1.478 -1.965 0.379
C3 2.809 -1.700 0.126
C4 1.799 0.146 0.928
H3 -0.817 -2.465 -0.898
C5 3.021 -0.344 0.490
N1 -1.017 0.958 0.297
H4 -2.560 -2.026 -0.694
H5 0.983 -2.826 0.071
C6 -0.961 2.490 -1.391
H6 -2.809 3.663 -0.664
H7 0.414 0.808 -1.259
C7 -0.389 1.416 -0.845
H8 3.561 -2.350 -0.229
H9 3.978 0.224 0.543
C8 -1.715 -2.262 -0.129
P1 -0.769 -0.414 1.281
N2 0.824 -0.849 0.841
H10 1.367 1.054 1.282
H11 -2.638 1.775 1.367
C9 -2.079 1.868 0.493

Cartesian forces (eV/Å) of the 2 atoms listed first:
-0.85 0.33 -0.55
1.09 0.68 -0.90

***

Computed, not measured: a cluster of 2 separate species, C9H11N3 in total at a distorted geometry, with wB97M-V/def2-TZVPD.

For the maximum force, the calculation gives 2.7 eV/Å. The LUMO energy comes out at -0.9 eV. As for the multiplicity: 1. Its orbital gap is 0.2991 Ha. As for the HOMO energy: -9.1 eV. For the energy above the lowest of the compared OMol25 structures with the same formula, charge and spin, the calculation gives 495.3 kJ/mol. The molar mass is 161.21 g mol⁻¹. As for the SMILES: N#CC#CC#N.C=CCNCC. As for the net charge: 0.

Cartesian coordinates (Å):
C1 -1.569 -1.515 1.068
C2 1.939 -1.612 -0.853
H1 -1.551 -1.102 2.089
C3 3.555 1.828 0.314
C4 2.987 0.620 -0.093
H2 -3.458 2.980 0.497
H3 0.580 -1.551 0.833
C5 -0.269 -2.240 0.784
H4 -3.059 0.747 1.317
C6 2.507 -0.404 -0.441
N1 -1.827 -0.495 0.065
H5 -1.045 0.149 0.039
H6 -3.234 0.915 -1.778
H7 -3.598 3.301 -1.311
H8 -0.322 -2.683 -0.211
N2 1.472 -2.618 -1.197
H9 -2.408 -2.236 1.041
C7 -3.447 2.592 -0.511
C8 -3.258 1.294 -0.748
H10 -3.889 -0.439 0.299
C9 -3.046 0.260 0.318
N3 4.024 2.830 0.654
H11 -0.085 -3.044 1.516

Cartesian forces (eV/Å) of the 2 atoms listed first:
-0.34 -0.41 0.29
0.32 -0.56 -0.72

***

Computed, not measured: a structure of composition C9H11N5O3ReS, with wB97M-V/def2-TZVPD.

For the maximum force, the calculation gives 0.6 eV/Å. The LUMO energy (spin up / spin down) comes out at -3.7 / -3.7 eV. As for the multiplicity: 1. Its orbital gap (spin up / spin down) is 0.2712 / 0.2705 Ha. As for the HOMO energy (spin up / spin down): -11.0 / -11.0 eV. For the energy above the lowest of the compared OMol25 structures with the same formula, charge and spin, the calculation gives 0.0 kJ/mol. The molar mass is 455.49 g mol⁻¹. As for the net charge: +1.

Cartesian coordinates (Å):
N1 0.310 -1.003 2.440
H1 0.256 -1.671 3.192
H2 2.079 3.394 -3.278
C1 1.975 -0.395 -3.758
H3 1.878 -1.469 -3.784
S1 0.436 2.190 -1.189
N2 0.343 -1.471 1.114
H4 -0.818 -2.506 -1.674
C2 2.729 1.741 -4.486
C3 2.068 2.325 -3.435
H5 -0.308 -2.247 1.008
C4 1.346 1.540 -2.528
N3 -1.783 -1.076 -0.597
H6 -4.861 -2.204 -0.614
H7 -3.404 -0.025 0.196
H8 1.278 -1.810 0.903
C5 -3.074 -0.922 -0.303
C6 -3.804 -2.037 -0.719
O1 -0.462 0.709 3.722
O2 -0.243 0.972 1.498
H9 -2.994 -3.821 -1.804
Re1 -0.168 0.208 -0.264
C7 -0.178 0.274 2.650
N4 1.338 0.212 -2.736
N5 -1.678 -2.283 -1.197
H10 3.187 -0.140 -5.472
C8 2.680 0.352 -4.656
H11 3.285 2.353 -5.183
O3 0.671 -0.611 -1.856
C9 -2.882 -2.870 -1.311

Cartesian forces (eV/Å) of the 2 atoms listed first:
0.08 -0.03 0.05
-0.03 -0.01 -0.01

***

Computed, not measured: a structure of composition C9H11NO at a distorted geometry, with wB97M-V/def2-TZVPD.

For the maximum force, the calculation gives 9.9 eV/Å. The LUMO energy comes out at 0.3 eV. As for the multiplicity: 1. Its orbital gap is 0.3398 Ha. As for the HOMO energy: -9.0 eV. For the energy above the lowest of the compared OMol25 structures with the same formula, charge and spin, the calculation gives 468.8 kJ/mol. The molar mass is 149.19 g mol⁻¹. As for the net charge: 0.

Cartesian coordinates (Å):
H1 -1.174 2.353 0.535
C1 -2.710 1.116 0.209
H2 -4.084 -0.436 -0.089
H3 -3.705 1.807 0.282
N1 2.008 0.323 0.163
H4 1.655 -1.329 -1.328
C2 1.847 -0.539 1.390
H5 0.981 -1.354 1.352
C3 -0.451 0.637 -0.087
H6 0.068 -1.711 -0.740
O1 1.200 2.345 -0.465
C4 -0.817 -0.747 -0.438
H7 1.531 0.041 2.079
C5 -1.464 1.566 0.175
H8 2.737 0.373 -1.945
H9 -2.214 -2.188 -0.633
H10 2.927 -0.834 1.869
C6 0.958 1.212 -0.122
C7 -2.141 -1.101 -0.341
C8 -3.082 -0.170 -0.070
C9 2.498 -0.428 -1.010
H11 3.432 -0.935 -0.787

Cartesian forces (eV/Å) of the 2 atoms listed first:
2.68 9.01 3.13
-6.38 1.77 -0.38

***

Computed, not measured: the molecule C9H11NO2 at a distorted geometry, with wB97M-V/def2-TZVPD.

For the maximum force, the calculation gives 4.3 eV/Å. The LUMO energy comes out at 0.6 eV. As for the multiplicity: 1. Its orbital gap is 0.3391 Ha. As for the HOMO energy: -8.6 eV. For the energy above the lowest of the compared OMol25 structures with the same formula, charge and spin, the calculation gives 204.2 kJ/mol. The molar mass is 165.19 g mol⁻¹. As for the SMILES: [H]/N=C(/OCC)c1ccccc1O. As for the net charge: 0.

Cartesian coordinates (Å):
H1 -2.339 -3.018 2.035
N1 -0.230 -0.650 -2.073
H2 1.741 3.198 -2.806
H3 3.192 2.871 -2.043
C1 -1.099 -1.811 0.655
C2 -1.085 0.186 2.632
H4 -0.647 -1.578 -1.791
H5 0.081 1.348 1.232
H6 -1.088 0.834 3.534
C3 -0.534 -0.529 0.364
C4 2.115 2.716 -1.935
H7 1.409 0.791 -2.938
C5 -1.834 -2.067 1.904
H8 -1.561 -3.507 -0.009
C6 0.003 -0.075 -0.965
C7 1.900 1.129 -1.985
H9 1.758 3.187 -1.017
O1 0.851 0.969 -0.890
H10 2.748 0.564 -1.681
O2 -1.001 -2.749 -0.286
C8 -1.701 -1.079 2.877
H11 -2.217 -1.159 3.753
C9 -0.463 0.428 1.430

Cartesian forces (eV/Å) of the 2 atoms listed first:
0.04 0.10 0.15
-0.24 -1.71 0.72

***

Computed, not measured: the molecule C9H11NO2 at a distorted geometry, with wB97M-V/def2-TZVPD.

For the maximum force, the calculation gives 3.1 eV/Å. The LUMO energy comes out at 0.7 eV. As for the multiplicity: 1. Its orbital gap is 0.3596 Ha. As for the HOMO energy: -9.1 eV. For the energy above the lowest of the compared OMol25 structures with the same formula, charge and spin, the calculation gives 83.6 kJ/mol. The molar mass is 165.19 g mol⁻¹. As for the SMILES: N[C@@H](Cc1ccccc1)C(=O)O. As for the net charge: 0.

Cartesian coordinates (Å):
C1 -0.918 -0.135 1.137
H1 1.431 -2.253 2.069
H2 -1.029 -0.352 -1.582
C2 0.621 1.721 0.533
H3 1.734 -1.002 1.006
N1 1.161 -1.319 1.798
H4 1.017 1.952 1.529
C3 -0.546 -2.404 0.108
H5 -0.007 1.276 -3.318
C4 0.690 2.552 -1.725
H6 -1.943 -0.462 0.797
H7 -0.914 0.325 2.147
H8 0.958 3.421 -2.406
O1 -1.839 -2.423 -0.292
H9 1.791 3.379 -0.113
O2 0.269 -3.105 -0.368
C5 -0.269 0.728 0.095
C6 -0.399 0.511 -1.280
H10 -0.726 -1.996 2.232
C7 0.025 1.415 -2.244
C8 -0.239 -1.485 1.343
C9 1.087 2.629 -0.434
H11 -1.954 -2.972 -1.031

Cartesian forces (eV/Å) of the 2 atoms listed first:
-1.21 -1.08 0.16
0.73 -0.05 -0.06

***

Computed, not measured: a cluster of 2 separate species, C9H11NO4 in total at a distorted geometry, with wB97M-V/def2-TZVPD.

For the maximum force, the calculation gives 4.7 eV/Å. The LUMO energy (spin up / spin down) comes out at 0.1 / 0.1 eV. As for the multiplicity: 1. Its orbital gap (spin up / spin down) is 0.2793 / 0.2793 Ha. As for the HOMO energy (spin up / spin down): -7.5 / -7.5 eV. For the energy above the lowest of the compared OMol25 structures with the same formula, charge and spin, the calculation gives 338.5 kJ/mol. The molar mass is 197.19 g mol⁻¹. As for the SMILES: NC(O)=C(O)O.O=Cc1ccccc1. As for the net charge: 0.

Cartesian coordinates (Å):
C1 -1.587 0.937 -2.669
H1 -0.053 -1.349 2.847
C2 0.181 -1.706 0.178
O1 -0.433 -2.181 1.134
C3 -0.338 -0.706 -0.747
H2 -3.251 1.064 -1.577
H3 0.285 0.766 -3.664
O2 1.751 1.205 0.241
H4 -2.176 -0.471 0.426
C4 0.662 0.243 2.155
O3 2.777 -0.519 1.397
O4 0.671 -0.724 3.102
H5 2.518 -1.115 2.022
C5 0.428 -0.296 -1.804
H6 1.325 -0.811 -2.038
H7 1.312 -1.765 -0.029
H8 -0.567 1.666 1.394
H9 -1.026 1.059 2.973
H10 -1.976 1.492 -3.470
N1 -0.505 0.935 2.030
C6 -2.259 0.750 -1.457
C7 -0.276 0.465 -2.815
H11 2.611 1.000 -0.222
C8 -1.662 -0.173 -0.593
C9 1.588 0.234 1.188

Cartesian forces (eV/Å) of the 2 atoms listed first:
2.62 -0.66 1.21
0.46 0.07 0.02

***

Computed, not measured: a structure of composition C9H11NO5Pt at a distorted geometry, with wB97M-V/def2-TZVPD.

For the maximum force, the calculation gives 7.0 eV/Å. The LUMO energy (spin up / spin down) comes out at -8.3 / -12.7 eV. As for the multiplicity: 3. Its orbital gap (spin up / spin down) is 0.2450 / 0.0815 Ha. As for the HOMO energy (spin up / spin down): -15.0 / -14.9 eV. The molar mass is 408.27 g mol⁻¹. As for the net charge: +2.

Cartesian coordinates (Å):
C1 -0.518 3.726 -0.753
O1 -0.513 4.803 -1.190
Pt1 -0.493 1.929 -0.031
C2 -0.511 0.947 -5.278
H1 -0.606 -2.829 1.023
O2 2.453 1.165 -0.681
C3 0.540 -2.880 3.299
C4 -0.508 -0.359 -4.961
N1 0.538 -1.750 2.377
H2 0.421 1.494 -5.460
C5 -0.712 2.075 1.903
O3 -3.455 0.994 -0.387
C6 1.428 -0.637 2.671
O4 -0.972 2.192 3.027
H3 -1.440 -0.924 -4.850
H4 0.426 -0.925 -4.873
H5 1.164 -2.639 4.163
C7 -0.104 -1.854 1.187
H6 -0.483 -3.102 3.637
C8 1.376 1.527 -0.438
C9 -2.359 1.369 -0.368
H7 2.413 -1.036 2.945
H8 1.517 0.020 1.805
O5 -0.143 -0.953 0.332
H9 -1.446 1.496 -5.437
H10 0.936 -3.782 2.806
H11 1.052 -0.066 3.532

Cartesian forces (eV/Å) of the 2 atoms listed first:
-0.03 5.15 -2.71
-0.03 -4.18 1.86